Computed, not measured: C39H44Br2KN2O2S as an isolated structure, with ωB97M-V/def2-TZVPD.

The geometry in XYZ format:
```
91
Properties=species:S:1:pos:R:3:forces:R:3:mulliken_charge:R:1
C -3.985 -1.693 4.216 0.068 0.033 0.061 0.5961
H -1.116 -4.894 2.583 -0.006 0.009 0.002 0.5161
H -4.800 -4.224 2.709 0.003 -0.009 0.005 0.3360
C 0.225 3.992 1.727 0.038 -0.042 -0.016 0.0026
C -4.061 0.534 3.426 -0.024 0.005 -0.001 -0.3209
C -3.148 -2.108 3.185 -0.034 -0.032 0.058 -0.3414
C 2.602 4.037 1.341 -0.028 0.000 0.009 -0.0072
O -0.858 1.641 -2.216 -0.227 0.200 -0.176 -0.6795
C 1.927 -0.318 1.913 -0.071 -0.117 -0.018 0.7504
C 0.752 -1.332 -3.705 0.007 0.072 0.034 -0.4577
H 1.136 5.244 -1.202 0.007 0.012 0.044 0.1265
N 1.392 1.934 1.250 -0.096 -0.176 -0.129 0.4449
C 1.418 3.316 1.471 0.057 0.145 0.014 -0.6971
N 1.357 -0.844 0.823 0.097 -0.003 0.098 0.3271
H 2.955 -0.604 3.770 -0.002 -0.004 -0.001 0.3714
H -0.695 3.424 1.796 -0.015 -0.001 0.003 0.3453
C -4.462 -0.395 4.382 0.026 -0.012 -0.022 -0.5868
H 1.769 1.802 -3.103 -0.063 0.013 -0.014 0.3470
H 2.969 -3.095 3.537 0.004 0.006 0.006 0.4250
C -2.713 -4.239 4.504 -0.040 -0.022 0.002 -2.0812
Br 1.403 7.965 1.910 0.003 -0.039 -0.004 -0.2080
C 0.016 6.399 -4.197 0.003 0.014 0.001 1.0914
C -5.698 -1.125 6.473 -0.001 -0.001 -0.003 -2.1513
H -1.195 -0.988 -4.726 0.018 -0.005 -0.034 0.4099
H -6.519 1.439 4.322 -0.003 0.003 0.001 0.3121
H -6.219 -1.929 5.949 -0.001 -0.003 -0.003 0.3837
C 2.522 -2.468 2.776 -0.022 -0.010 -0.038 -0.3715
C 1.360 -2.165 0.715 0.030 -0.062 -0.051 0.2837
H -3.684 -4.272 4.999 -0.013 -0.013 -0.024 0.4215
C 0.644 6.390 -2.954 -0.009 -0.012 -0.011 -0.8328
H -4.796 -1.541 6.925 -0.001 -0.004 0.004 0.3868
H -0.618 -3.256 3.041 0.033 0.004 -0.009 0.4409
C 1.145 -2.285 -2.747 -0.028 -0.079 0.010 -0.4462
C -3.808 -4.326 2.263 0.034 0.032 -0.079 -1.7199
C 1.913 1.148 2.086 -0.001 0.140 0.084 -0.5232
H -4.443 2.000 5.745 -0.001 -0.001 -0.007 0.3129
H -2.032 -3.102 -3.298 0.007 -0.024 -0.063 0.3987
H 3.521 5.981 1.363 -0.002 0.001 0.001 0.4208
H 3.520 3.509 1.114 0.012 0.008 -0.001 0.4685
H 0.897 -2.577 -0.175 -0.012 0.018 -0.021 -0.0859
H 1.104 7.296 -2.578 -0.002 0.007 -0.002 0.3594
K -0.990 -0.657 -0.969 0.066 -0.224 -0.354 1.0306
H -6.348 -0.773 7.278 -0.001 0.004 0.003 0.4340
H 0.214 8.530 -4.443 0.002 0.003 0.001 0.3528
H 1.825 1.087 -1.463 0.042 -0.009 -0.016 0.1367
C -1.035 -2.679 -3.291 -0.068 0.090 0.045 -0.7075
H -7.208 -0.181 4.401 -0.005 0.002 -0.003 0.3684
C 1.415 6.071 1.743 -0.031 0.027 -0.007 0.0175
H 0.749 7.589 -5.834 0.005 -0.004 -0.001 0.2902
H -7.347 0.911 5.793 -0.002 0.004 0.004 0.4449
H 1.389 -0.560 -4.119 -0.027 0.016 -0.021 0.4996
C -6.691 0.587 4.980 0.008 -0.008 -0.004 -1.6612
H -5.324 1.460 7.180 0.001 0.001 0.007 0.4511
H -1.330 -3.529 1.457 -0.019 0.023 -0.034 0.2429
H -3.839 -3.902 1.258 0.002 0.006 0.001 0.3137
H -0.693 5.896 2.084 -0.013 -0.022 -0.002 0.4491
H -4.384 1.567 3.483 0.006 0.005 -0.011 0.3789
H -1.045 3.157 -4.220 -0.006 0.002 -0.002 0.4804
C 0.227 5.367 1.879 -0.020 0.064 -0.016 -0.5765
C 0.036 -3.123 -2.492 0.036 0.004 0.063 -0.7606
C -2.757 -3.594 3.110 -0.028 -0.026 -0.036 2.4678
H -2.016 -3.704 5.154 -0.010 -0.003 0.018 0.4045
C -1.370 -3.832 2.497 0.035 0.074 0.078 -2.0808
C -0.001 7.645 -5.042 -0.004 -0.003 0.009 -1.4734
C -4.680 1.131 6.360 -0.009 0.004 0.003 -1.7014
C -5.369 0.035 5.533 0.010 0.002 0.000 2.1110
C 0.073 4.082 -2.662 0.165 0.057 -0.015 -0.4466
C 2.602 5.420 1.472 0.053 -0.034 -0.006 -0.6468
C 1.930 -3.018 1.658 -0.018 0.060 0.000 -0.9434
C 1.719 2.009 -2.036 0.029 0.076 0.059 -0.7796
H 1.883 -4.087 1.502 0.008 -0.010 0.020 0.4170
S 0.083 2.628 -1.622 0.062 0.015 0.189 1.0914
H -4.286 -2.434 4.943 0.012 0.029 -0.002 0.2791
H -2.368 -5.272 4.409 0.011 -0.001 -0.001 0.4744
C 2.516 -1.087 2.906 0.050 0.025 0.076 -1.0842
H 2.472 2.736 -1.729 -0.010 0.007 0.012 0.3943
C -0.594 -1.570 -4.040 -0.044 -0.023 0.123 -0.5809
H -3.570 -5.392 2.179 0.005 -0.005 0.004 0.3996
C -3.258 0.148 2.380 -0.011 -0.039 0.093 -0.2766
H 2.138 -2.378 -2.325 -0.003 -0.021 0.023 0.4179
H 2.370 1.522 3.011 0.007 -0.028 -0.013 0.3006
C -2.771 -1.178 2.155 -0.045 0.045 -0.015 -0.1761
O -2.091 -1.463 1.119 -0.065 -0.150 0.143 -0.6438
C 0.668 5.239 -2.181 -0.015 -0.019 -0.028 -0.1048
H -3.744 0.757 6.781 0.005 0.000 0.003 0.3680
H -0.971 7.785 -5.520 -0.004 -0.004 -0.002 0.3688
C -0.567 4.070 -3.888 -0.033 -0.078 -0.022 -0.4473
H -1.097 5.228 -5.608 -0.001 0.004 -0.005 0.3645
C -0.591 5.230 -4.649 0.009 -0.003 0.018 -0.6775
Br -2.801 1.460 1.070 0.055 0.044 -0.054 -0.2663
H -0.003 -3.967 -1.812 0.061 -0.034 -0.035 0.5173
```
Forces are in eV/Å.

Molar mass: 803.77 u
Energy above the lowest of the compared OMol25 structures with the same formula, charge and spin: 0.576 eV
E_HOMO: -3.72 eV
Spin multiplicity: 1
LUMO energy: 1.91 eV
Total charge: -1
Kohn-Sham gap: 5.63 eV

***

Computed, not measured: C39H44BrIrN4O as an isolated structure, with ωB97M-V/def2-TZVPD.

The geometry in XYZ format:
```
90
Properties=species:S:1:pos:R:3:forces:R:3:mulliken_charge:R:1
C -2.485 -1.603 1.922 0.011 -0.024 -0.012 0.0237
N 1.578 -0.349 1.616 -0.079 -0.020 -0.016 0.1089
H 0.942 -0.256 4.784 0.002 -0.006 -0.019 0.3227
H 0.903 5.163 -5.898 0.000 -0.001 -0.002 0.3881
Ir 1.022 -0.931 -0.411 -0.246 0.356 -0.116 2.3724
H 2.930 -1.866 2.046 -0.056 0.152 0.080 -0.5406
O -0.291 -2.369 0.174 -0.055 -0.007 0.095 -1.2447
C 0.253 3.038 -3.345 -0.001 -0.015 0.012 -0.1248
C -5.840 1.154 -2.584 0.011 -0.002 -0.003 -0.5102
C -5.051 0.020 -2.430 -0.004 -0.001 0.002 -0.5761
H -0.309 -4.290 5.031 0.002 -0.003 0.002 0.3694
H -5.845 3.257 -3.006 -0.001 -0.002 0.002 0.3964
C 1.156 0.818 2.044 -0.051 -0.078 0.050 -0.1167
C 0.550 -4.417 3.064 -0.002 0.001 0.010 -0.7694
H -2.633 -2.167 -0.163 0.011 0.002 -0.005 0.1359
C 2.670 -3.803 0.278 0.043 -0.065 -0.008 -1.1188
N 2.508 0.291 -1.192 0.122 -0.065 -0.021 0.2313
H 2.360 -2.982 -0.380 -0.016 0.087 0.009 -0.0473
C -3.257 -2.174 0.729 -0.007 -0.028 0.013 -1.6955
H 1.894 -5.486 1.286 -0.024 -0.006 0.005 0.5483
Br 6.037 2.730 -3.025 -0.001 0.005 0.000 -0.1405
C 2.182 -1.277 2.575 0.016 0.047 0.066 0.3069
H 1.427 -1.978 2.938 0.055 0.076 -0.006 -0.2161
H 1.330 3.911 2.559 0.005 -0.013 -0.005 0.2852
C 3.672 1.152 -3.106 -0.024 0.013 -0.014 -0.6498
H 0.439 1.239 0.256 -0.003 -0.015 0.020 -0.7561
C -0.324 -3.916 4.015 0.035 -0.024 0.016 -1.3511
H 1.886 -0.037 -3.126 -0.012 -0.030 -0.013 0.5450
C -0.790 3.849 -5.776 -0.008 0.000 0.003 -0.7600
H 1.244 -5.207 3.336 0.000 -0.003 -0.001 0.4105
C -3.679 0.098 -2.587 -0.002 -0.013 0.007 -0.4819
C -1.587 1.386 -3.010 0.103 -0.131 0.120 0.3034
H -3.407 3.400 -3.274 0.001 -0.004 -0.006 0.4926
H -4.153 -1.577 0.540 0.002 0.007 -0.002 0.5054
H 3.242 -3.403 1.116 -0.004 -0.135 -0.114 0.2875
H -2.991 0.441 1.436 0.001 0.013 0.006 0.6790
C -3.065 1.312 -2.903 0.029 -0.006 -0.007 0.3307
C -0.197 2.822 1.513 0.001 0.013 -0.002 -0.4083
H -3.566 -3.203 0.923 -0.003 -0.001 0.000 0.3841
H 3.667 0.040 3.437 0.011 -0.008 -0.005 0.3390
C 2.644 0.436 -2.523 -0.026 0.013 0.059 -0.3904
H 5.212 2.050 -0.239 0.001 -0.004 0.001 0.5015
H -0.207 3.527 0.681 0.005 0.004 0.007 0.3650
C -3.865 2.445 -3.052 -0.001 0.024 0.008 -0.2564
H -2.021 -2.647 4.331 0.003 0.001 -0.002 0.4104
H -1.604 0.284 2.528 0.030 0.001 0.009 0.0162
H -2.365 2.447 -5.401 -0.003 -0.001 0.008 0.5412
C -1.451 2.888 -5.025 0.005 -0.023 -0.011 -0.2739
C -0.089 -0.340 -1.752 0.332 -0.175 0.103 -1.8110
C 0.503 2.387 3.828 0.010 0.005 0.000 -0.6369
C 0.560 -3.942 1.757 -0.102 -0.016 -0.058 1.0856
C -1.319 -2.491 2.321 0.017 -0.005 0.011 0.9944
H -1.428 -0.093 0.800 0.023 0.019 -0.022 -0.1742
C 1.762 0.340 4.361 0.010 -0.003 0.016 -0.7626
H -3.164 -1.607 2.782 -0.005 -0.001 -0.005 0.6369
N 1.267 1.247 3.338 0.021 0.004 -0.016 0.1661
C 0.358 3.460 2.767 -0.008 -0.004 0.011 -0.7554
H 3.304 0.744 0.648 0.032 -0.017 -0.010 0.2194
H 2.179 0.951 5.164 -0.009 -0.001 0.007 0.4558
H -3.063 -0.784 -2.459 0.003 0.007 -0.001 0.3402
C 1.472 -4.628 0.751 -0.016 -0.025 -0.015 0.2609
H 1.033 2.779 4.698 -0.009 -0.002 0.006 0.4171
H -0.312 4.241 3.126 0.011 0.011 -0.001 0.4108
C 3.437 0.875 -0.415 -0.044 0.032 -0.017 0.2136
H -5.508 -0.931 -2.185 -0.004 0.000 -0.002 0.4283
H -6.914 1.091 -2.464 0.000 0.000 0.002 0.3934
C -5.241 2.366 -2.893 0.010 -0.003 0.003 -0.7161
N 0.650 1.704 1.139 0.007 -0.039 -0.062 0.5639
C -0.935 2.464 -3.801 0.003 0.002 0.004 0.1262
C 4.498 1.602 -0.915 -0.008 0.014 0.009 -0.7686
H 1.349 -5.760 -1.094 0.003 -0.002 0.006 0.4585
H -0.118 -5.831 -0.108 -0.003 0.008 0.002 0.3637
C 0.689 -5.179 -0.444 0.028 0.024 -0.012 -1.5313
H -1.199 4.157 -6.730 0.003 0.000 -0.001 0.3869
H 0.655 2.716 -2.391 0.003 -0.007 -0.003 0.5212
C -2.100 -0.153 1.656 0.021 0.030 0.010 -0.9644
C 0.912 4.001 -4.092 0.002 0.009 -0.003 -0.8474
C -0.329 -2.899 1.399 0.045 -0.052 -0.060 0.6113
H 1.831 4.436 -3.719 -0.007 -0.001 -0.002 0.4454
H -0.487 2.060 4.172 -0.003 -0.007 -0.009 0.2637
C 2.811 -0.563 3.754 -0.010 0.029 -0.004 -0.9016
C 4.613 1.743 -2.286 0.012 0.004 -0.001 0.0552
C 0.392 4.410 -5.313 -0.002 -0.009 0.007 -0.5132
H -1.229 2.495 1.682 -0.002 -0.003 -0.008 0.2311
H 3.722 1.239 -4.181 0.001 -0.004 -0.001 0.4837
H 3.160 -1.291 4.486 -0.005 0.001 0.013 0.4276
H 0.256 -4.364 -1.021 -0.011 -0.002 -0.005 0.1801
H 3.346 -4.429 -0.310 -0.029 -0.003 -0.024 0.5783
C -1.271 -2.983 3.621 -0.021 0.022 -0.012 -0.9300
C -0.818 0.498 -2.380 -0.171 0.084 -0.080 0.4221
```
Forces are in eV/Å.

Molar mass: 856.93 u
Energy above the lowest of the compared OMol25 structures with the same formula, charge and spin: 0.238 eV
E_HOMO: -7.16 eV
Spin multiplicity: 1
LUMO energy: -0.47 eV
Total charge: 0
Kohn-Sham gap: 6.69 eV